Record 1
Below is a 3-piece molecular cluster, C5H12O3 overall at a distorted geometry, with properties calculated with ωB97M-V/def2-TZVPD.

CARTESIAN COORDINATES (ANGSTROEM)
C -3.351 0.097 0.977
C -2.508 -0.239 -0.303
C -1.107 -0.434 -0.260
C -0.136 -0.122 -1.259
C 1.236 -0.812 -1.212
O 1.576 -1.040 0.160
H -3.237 1.170 0.993
H -4.459 -0.155 0.976
H -2.856 -0.273 1.838
H -2.963 -0.364 -1.183
H -0.657 -0.745 0.655
H -0.410 0.081 -2.324
H 2.064 -0.116 -1.588
H 1.213 -1.681 -1.870
H 2.508 -0.640 0.449
H 4.492 0.017 0.879
O 3.621 0.291 0.698
H 1.071 1.316 0.410
H 2.397 1.666 1.035
O 1.505 1.983 0.928

Calculated values
**Charge**: +1
**Orbital gap (spin up / spin down)**: 7.38 / 7.04 eV
**Relative energy (zero: lowest compared OMol25 entry of this formula, charge and spin)**: 105.5 kcal per mole
**E_HOMO (spin up / spin down)**: -14.39 / -14.36 eV
**Multiplicity**: 2

=====

Record 2
Below is a 2-piece molecular cluster, C5H12O4 overall at a distorted geometry, with properties calculated with ωB97M-V/def2-TZVPD.

CARTESIAN COORDINATES (ANGSTROEM)
C 0.020 -0.512 2.125
O -0.988 -0.655 1.096
C -1.059 0.362 0.106
C 0.152 0.138 -0.831
C 0.171 1.114 -2.061
O 1.514 0.970 -2.573
C 2.547 1.643 -2.165
O 3.679 1.282 -2.304
H -0.089 -1.304 2.885
H 0.088 0.462 2.639
H 0.957 -0.684 1.570
H -1.085 1.369 0.565
H -2.013 0.215 -0.435
H 1.065 0.375 -0.252
H 0.203 -0.929 -1.120
H -0.044 2.153 -1.748
H -0.620 0.805 -2.771
H 2.203 2.528 -1.594
O -2.627 -3.182 2.322
H -2.178 -2.549 1.717
H -1.896 -3.601 2.830

Calculated values
**Charge**: 0
**Orbital gap**: 10.88 eV
**Relative energy (zero: lowest compared OMol25 entry of this formula, charge and spin)**: 45.6 kcal per mole
**E_HOMO**: -10.25 eV

=====

Record 3
Below is a 3-piece molecular cluster, C5H12O4 overall at a distorted geometry, with properties calculated with ωB97M-V/def2-TZVPD.

CARTESIAN COORDINATES (ANGSTROEM)
C -1.298 0.953 -1.313
C -0.222 1.962 0.542
O -0.186 1.171 -0.687
O -1.211 0.450 -2.543
H -0.283 0.248 -2.738
H -2.267 1.281 -0.966
H -1.346 -0.766 -0.272
H -0.420 2.999 0.267
H 0.766 1.853 0.971
H -0.973 1.554 1.214
C 1.080 -1.139 0.275
C 2.292 -0.252 0.296
C -1.439 -1.105 0.784
O -1.464 -2.458 0.935
O -1.834 -0.381 1.668
H -1.005 -2.868 0.189
H 0.997 -1.803 1.131
H 0.918 -1.661 -0.671
H 2.260 0.521 -0.480
H 2.403 0.249 1.262
H 3.231 -0.808 0.137

Calculated values
**Charge**: 0
**Orbital gap (spin up / spin down)**: 5.90 / 8.96 eV
**Relative energy (zero: lowest compared OMol25 entry of this formula, charge and spin)**: 128.6 kcal per mole
**E_HOMO (spin up / spin down)**: -5.99 / -8.41 eV

=====

Record 4
Below is C5H12O5RbS as an isolated structure at a distorted geometry, with properties calculated with ωB97M-V/def2-TZVPD.

CARTESIAN COORDINATES (ANGSTROEM)
Rb 5.257 20.039 20.429
O 2.202 18.854 19.358
C 3.327 18.957 18.385
C 4.549 17.893 18.658
O 5.143 17.970 19.974
H 3.755 19.944 18.561
H 3.042 18.864 17.337
H 5.350 18.229 18.000
H 4.332 16.841 18.471
O 6.878 20.854 21.065
S 8.195 20.525 21.610
O 8.902 21.519 22.392
O 8.200 19.178 22.535
C 7.406 18.121 21.973
C 7.793 16.642 22.304
C 9.331 20.093 20.229
H 7.274 18.266 20.901
H 6.402 18.341 22.336
H 7.305 16.000 21.571
H 7.499 16.279 23.288
H 8.876 16.620 22.181
H 9.247 20.858 19.456
H 9.126 19.089 19.859
H 10.342 20.008 20.627

Calculated values
**Charge**: -1
**Orbital gap**: 3.66 eV
**Relative energy (zero: lowest compared OMol25 entry of this formula, charge and spin)**: 88.1 kcal per mole
**E_HOMO**: -1.69 eV

=====

Record 5
Below is C5H12OS as an isolated structure at a distorted geometry, with properties calculated with ωB97M-V/def2-TZVPD.

CARTESIAN COORDINATES (ANGSTROEM)
C 2.821 -0.868 0.612
C 1.674 0.009 0.267
C 2.143 1.149 -0.752
C 0.215 -0.534 -0.136
C -1.931 0.711 1.244
H 3.726 -0.111 0.778
H 3.287 -1.399 -0.226
H 2.768 -1.388 1.592
H 1.251 0.515 1.061
H 1.100 1.509 -1.574
H 2.844 0.418 -1.545
H 2.659 2.140 -0.288
H 0.192 -1.011 -1.235
H -0.162 -1.422 0.504
H -1.581 1.950 1.334
H -3.089 0.957 1.221
H -1.588 -0.042 2.022
O -2.275 -1.080 -0.575
S -1.421 0.233 -0.403

Calculated values
**Charge**: 0
**Orbital gap**: 9.69 eV
**Relative energy (zero: lowest compared OMol25 entry of this formula, charge and spin)**: 117.1 kcal per mole
**E_HOMO**: -9.03 eV

=====

Record 6
Below is one molecule with the formula C5H12OS at a distorted geometry, with properties calculated with ωB97M-V/def2-TZVPD.

CARTESIAN COORDINATES (ANGSTROEM)
C -1.567 1.600 -0.327
S -0.244 1.124 -1.458
C -0.535 -0.694 -1.467
C -0.251 -1.377 -0.139
C 1.217 -1.200 0.346
C 1.419 -0.609 1.766
O 0.217 -0.169 2.400
H -1.921 2.604 -0.573
H -2.390 0.885 -0.387
H -1.238 1.637 0.712
H -1.587 -0.765 -1.737
H 0.073 -1.083 -2.279
H -0.939 -1.251 0.692
H -0.334 -2.430 -0.409
H 1.789 -0.665 -0.415
H 1.633 -2.208 0.389
H 1.799 -1.395 2.404
H 2.159 0.194 1.716
H 0.033 0.716 2.046

Calculated values
**Charge**: 0
**Orbital gap**: 9.43 eV
**Relative energy (zero: lowest compared OMol25 entry of this formula, charge and spin)**: 18.4 kcal per mole
**E_HOMO**: -8.61 eV

=====

Record 7
Below is a 2-piece molecular cluster, C5H12OS overall at a distorted geometry, with properties calculated with ωB97M-V/def2-TZVPD.

CARTESIAN COORDINATES (ANGSTROEM)
C -1.210 3.127 -1.029
C -1.619 2.337 -0.023
C -2.200 0.963 -0.168
O -1.394 2.722 1.310
H -1.087 2.754 -2.033
H -1.055 4.176 -0.765
H -2.474 0.786 -1.215
H -1.413 0.273 0.148
H -3.119 0.779 0.524
H -1.896 2.107 1.901
C 1.799 -0.845 -0.749
S 2.090 -2.303 0.305
C 0.433 -3.008 0.127
H 0.744 -0.715 -0.880
H 2.189 -0.985 -1.824
H 2.285 0.017 -0.302
H 0.101 -3.660 0.984
H -0.262 -2.193 -0.132
H 0.481 -3.712 -0.721

Calculated values
**Charge**: 0
**Orbital gap**: 9.18 eV
**Relative energy (zero: lowest compared OMol25 entry of this formula, charge and spin)**: 37.3 kcal per mole
**E_HOMO**: -8.49 eV

=====

Record 8
Below is C5H12OSi2 as an isolated structure at a distorted geometry, with properties calculated with ωB97M-V/def2-TZVPD.

CARTESIAN COORDINATES (ANGSTROEM)
C 2.451 -0.279 -2.034
C -1.288 -0.558 2.043
C 2.247 0.412 -0.956
C -0.389 -0.924 0.856
C 0.122 2.159 0.400
O -1.327 -0.085 -2.071
Si -1.709 -1.207 -1.143
Si 0.631 0.390 0.012
H 3.418 -0.430 -2.511
H 1.429 -0.831 -2.270
H -0.663 -0.498 2.989
H -1.566 0.503 2.009
H 3.127 0.968 -0.509
H 0.122 -1.927 1.121
H -0.973 1.926 0.170
H 0.165 2.353 1.412
H 0.443 3.079 -0.093
H -3.116 -1.240 -0.435
H -1.122 -2.556 -1.171
H -2.003 -1.254 2.180

Calculated values
**Charge**: 0
**Orbital gap**: 8.00 eV
**Relative energy (zero: lowest compared OMol25 entry of this formula, charge and spin)**: 81.5 kcal per mole
**E_HOMO**: -8.34 eV

=====

Record 9
Below is a 2-piece molecular cluster, C5H12S overall at a distorted geometry, with properties calculated with ωB97M-V/def2-TZVPD.

CARTESIAN COORDINATES (ANGSTROEM)
C 0.200 -1.371 2.304
C -0.081 -0.110 2.610
C -0.950 0.797 1.767
H 0.846 -1.905 2.990
H -0.254 -1.835 1.436
H 0.292 0.257 3.563
H -0.344 1.610 1.379
H -1.469 0.210 1.021
H -1.646 1.332 2.424
C -0.551 1.175 -2.251
S 1.033 0.747 -1.439
C 1.304 -0.967 -2.013
H -1.392 0.791 -1.674
H -0.506 0.741 -3.250
H -0.649 2.243 -2.430
H 1.665 -1.521 -1.155
H 0.403 -1.288 -2.533
H 2.102 -0.908 -2.749

Calculated values
**Charge**: 0
**Orbital gap**: 9.39 eV
**Relative energy (zero: lowest compared OMol25 entry of this formula, charge and spin)**: 26.0 kcal per mole
**E_HOMO**: -8.39 eV

=====

Record 10
Below is C5H12Si as an isolated structure at a distorted geometry, with properties calculated with ωB97M-V/def2-TZVPD.

CARTESIAN COORDINATES (ANGSTROEM)
C -0.138 1.428 0.155
C 0.817 0.663 1.165
C 1.919 -1.051 -0.386
C -2.236 -1.225 0.681
C 2.140 0.266 0.475
Si -0.871 -0.093 0.825
H -0.525 2.416 0.377
H 0.215 1.324 -0.870
H 0.941 1.115 2.181
H 2.873 -1.326 -0.865
H 1.298 -0.954 -1.287
H 1.529 -1.863 0.137
H -2.444 -2.199 1.000
H -4.064 0.586 -2.780
H -3.013 -0.839 0.008
H 2.438 1.124 -0.055
H 2.833 0.134 1.286
H -3.713 0.493 -2.047

Calculated values
**Charge**: 0
**Orbital gap**: 8.86 eV
**Relative energy (zero: lowest compared OMol25 entry of this formula, charge and spin)**: 95.0 kcal per mole
**E_HOMO**: -8.22 eV

=====

Record 11
Below is one molecule with the formula C5H13BO2, with properties calculated with ωB97M-V/def2-TZVPD.

CARTESIAN COORDINATES (ANGSTROEM)
C 2.624 -0.345 0.788
O 2.696 0.583 -0.270
C 1.558 0.584 -1.147
B 0.488 1.572 -0.509
C -0.675 1.055 0.396
C -1.612 0.082 -0.362
C -2.075 -1.061 0.530
O -3.077 -1.868 -0.061
H 1.959 -0.021 1.595
H 2.285 -1.325 0.426
H 3.630 -0.448 1.195
H 1.199 -0.445 -1.302
H 1.938 0.947 -2.105
H 0.596 2.737 -0.757
H -0.225 0.507 1.237
H -1.263 1.864 0.834
H -1.123 -0.339 -1.250
H -2.498 0.612 -0.720
H -2.524 -0.660 1.442
H -1.209 -1.666 0.832
H -2.692 -2.366 -0.794

Calculated values
**Charge**: 0
**Orbital gap**: 10.01 eV
**Relative energy (zero: lowest compared OMol25 entry of this formula, charge and spin)**: 80.4 kcal per mole
**E_HOMO**: -9.55 eV

=====

Record 12
Below is one molecule with the formula C5H13BO2 at a distorted geometry, with properties calculated with ωB97M-V/def2-TZVPD.

CARTESIAN COORDINATES (ANGSTROEM)
C 1.644 -0.913 -1.234
C 1.477 -0.013 -0.012
C 0.159 0.779 -0.026
C 0.046 1.465 1.520
O 0.279 1.831 -0.965
B -1.142 -0.130 -0.264
C -1.491 -1.376 0.660
O -1.924 0.254 -1.281
H 2.643 -1.349 -1.237
H 0.915 -1.721 -1.225
H 1.512 -0.337 -2.147
H 1.514 -0.623 0.890
H 2.295 0.707 0.019
H 0.902 2.118 1.635
H 0.051 0.672 2.255
H -0.872 2.041 1.575
H -0.563 1.910 -1.423
H -0.623 -2.002 0.857
H -2.267 -2.012 0.234
H -1.849 -1.036 1.632
H -2.709 -0.264 -1.464

Calculated values
**Charge**: 0
**Orbital gap**: 9.79 eV
**Relative energy (zero: lowest compared OMol25 entry of this formula, charge and spin)**: 7.4 kcal per mole
**E_HOMO**: -9.38 eV